The following is a DFT calculation (wB97M-V/def2-TZVPD) of 2 unconnected molecules or ions with the total composition C7H9FS in a non-equilibrium geometry.

As for the structure (SMILES): Fc1ccccc1.CS. The largest force on an atom comes out at 2.76 eV Å⁻¹. The calculation puts the energy above the lowest of the compared OMol25 structures with the same formula, charge and spin at 37.0 kJ/mol. The charge is 0. The lowest unoccupied orbital energy is 0.03122 Eh. As for the electronic energy: -770.12830 hartree.

XYZ file:
```
18
C7H9FS (wB97M-V/def2-TZVPD)
F 2.295 1.455 0.631
C 2.532 0.545 -0.422
C 3.742 0.733 -1.080
C 4.071 -0.299 -2.001
C 3.187 -1.326 -2.286
C 1.969 -1.397 -1.637
C 1.680 -0.482 -0.663
H 4.147 1.664 -0.813
H 5.023 -0.374 -2.655
H 3.470 -2.153 -2.867
H 1.404 -2.311 -1.820
H 0.905 -0.580 0.096
C -2.966 0.219 1.662
S -2.268 1.852 1.119
H -2.814 -0.251 0.703
H -3.872 0.122 2.217
H -2.193 -0.181 2.282
H -3.387 2.617 1.153
```

Taken from the Löwdin analysis, the atomic charges in e are:
1. F 0.00
2. C -0.25
3. C 0.01
4. C -0.07
5. C -0.12
6. C -0.08
7. C -0.04
8. H 0.10
9. H 0.13
10. H 0.09
11. H 0.11
12. H 0.12
13. C -0.45
14. S 0.59
15. H -0.01
16. H 0.03
17. H 0.00
18. H -0.17